DFT (the ωB97M-V functional and the def2-TZVPD basis) results for a structure of composition C38H49IrN2SeSi.

```
92
Properties=species:S:1:pos:R:3
Ir 0.519 0.155 -0.048
Se -0.901 0.994 1.692
Si -1.202 -0.486 3.474
N -0.657 0.695 -1.548
N 1.371 2.011 -0.439
C 1.267 -6.258 -0.447
C -2.412 -1.724 -0.822
C 1.097 -6.214 1.949
C 1.289 -6.923 0.772
C 3.236 2.614 1.046
C 0.807 -1.804 -0.251
C 2.870 -2.196 -3.955
C 3.811 1.213 1.075
C 1.510 -1.917 -3.967
C 0.889 -4.846 1.902
C -3.889 0.278 -0.962
C 1.069 -4.889 -0.497
C -1.778 0.316 -2.221
C 2.905 0.259 1.850
C 3.906 3.604 1.751
C -3.591 -1.219 -2.944
C -2.882 -0.595 -1.734
C 3.414 4.897 1.823
C 0.110 5.740 -0.980
C 1.479 4.237 0.528
C 0.888 -4.162 0.683
C 0.085 4.612 0.052
C -0.703 1.867 -3.489
C 4.249 0.683 -0.290
C -0.002 1.665 -2.307
C -2.235 -1.970 3.007
C 2.861 -2.191 -1.556
C 1.024 2.374 -1.651
C -1.808 1.023 -3.431
C 2.049 2.960 0.388
C 2.205 5.197 1.230
C -0.797 4.987 1.248
C 3.547 -2.332 -2.748
C 0.433 -0.961 4.251
C -2.152 0.663 4.596
C 0.819 -1.770 -2.775
C 1.485 -1.922 -1.554
C 0.657 -2.713 0.721
H -3.167 -1.656 2.535
H -1.821 -1.360 0.015
H 0.734 5.494 -1.842
H -1.831 -2.478 -1.356
H 1.796 6.194 1.329
H 0.990 -1.705 3.679
H -4.304 -1.965 -2.593
H -0.853 4.167 1.964
H -0.388 3.746 -0.414
H 4.716 1.287 1.686
H 0.250 -1.385 5.241
H 1.042 -4.393 -1.457
H -1.731 -2.657 2.331
H 0.293 -2.353 1.676
H 1.448 -7.992 0.803
H -0.409 5.864 1.768
H -2.488 -2.529 3.912
H -0.456 2.573 -4.265
H 0.506 6.661 -0.549
H -3.441 0.667 -0.046
H 4.833 3.352 2.251
H 0.985 -1.809 -4.907
H 1.068 -0.084 4.380
H 4.605 -2.553 -2.740
H 3.413 0.567 -0.983
H -1.807 5.220 0.911
H 1.954 0.056 1.307
H 1.401 -6.812 -1.366
H 1.464 3.261 -2.100
H -4.151 -0.481 -3.518
H 0.727 -4.295 2.822
H -4.759 -0.324 -0.695
H -2.582 0.943 -4.175
H -3.094 0.980 4.148
H -2.383 0.139 5.527
H 3.407 -2.303 -4.888
H 4.736 -0.287 -0.184
H -4.225 1.120 -1.567
H -3.291 -2.220 -0.406
H 3.962 5.658 2.362
H -0.898 5.950 -1.337
H 3.371 -2.320 -0.609
H -0.239 -1.545 -2.793
H 4.965 1.366 -0.746
H -1.571 1.551 4.849
H 1.102 -6.727 2.901
H -2.886 -1.716 -3.613
H 3.351 -0.721 2.019
H 2.574 0.697 2.790
```

As for the spin multiplicity: 2. The HOMO energy (alpha / beta) comes out at -10.660 / -10.596 eV. As for the charge: +1. As for the expectation value of S²: 0.761.

For each atom in turn, the Löwdin charge in e is:
1. Ir 1.098
2. Se 0.492
3. Si 0.215
4. N -0.062
5. N -0.093
6. C -0.064
7. C -0.056
8. C -0.069
9. C -0.071
10. C -0.142
11. C -0.301
12. C -0.052
13. C -0.349
14. C -0.049
15. C -0.035
16. C -0.028
17. C -0.017
18. C -0.228
19. C -0.035
20. C -0.022
21. C -0.045
22. C -0.534
23. C -0.048
24. C -0.051
25. C -0.129
26. C -0.202
27. C -0.382
28. C 0.020
29. C -0.048
30. C -0.295
31. C -0.195
32. C -0.052
33. C -0.054
34. C -0.010
35. C -0.161
36. C -0.023
37. C -0.054
38. C -0.053
39. C -0.203
40. C -0.225
41. C -0.032
42. C -0.283
43. C -0.070
44. H 0.038
45. H 0.012
46. H 0.074
47. H 0.088
48. H 0.117
49. H 0.015
50. H 0.093
51. H 0.053
52. H 0.109
53. H 0.136
54. H 0.045
55. H 0.109
56. H 0.013
57. H 0.054
58. H 0.109
59. H 0.081
60. H 0.046
61. H 0.121
62. H 0.082
63. H 0.049
64. H 0.118
65. H 0.114
66. H 0.025
67. H 0.114
68. H 0.054
69. H 0.087
70. H -0.022
71. H 0.110
72. H 0.152
73. H 0.084
74. H 0.108
75. H 0.093
76. H 0.113
77. H 0.037
78. H 0.045
79. H 0.112
80. H 0.080
81. H 0.093
82. H 0.098
83. H 0.113
84. H 0.086
85. H 0.122
86. H 0.096
87. H 0.093
88. H 0.036
89. H 0.109
90. H 0.091
91. H 0.104
92. H 0.090

DFT (the ωB97M-V functional and the def2-TZVPD basis) results for a structure of composition C38H50CdClGeN2Sb2SiTe at a distorted geometry.

```
97
Properties=species:S:1:pos:R:3
Te -1.644 -1.956 1.696
Sb 2.428 -2.766 1.723
Sb 0.785 -0.060 3.564
Cd -0.419 -0.317 0.000
Ge -1.792 1.945 -0.596
Cl -0.769 1.728 2.205
Si -1.162 -1.225 -3.476
N 0.683 -2.683 -1.560
N 0.323 -0.750 -2.808
C -0.087 5.691 0.779
C 1.856 1.815 3.967
C -2.390 6.103 0.302
C 1.521 -5.056 5.741
C -0.540 3.827 -2.950
C -0.258 4.364 0.423
C 1.145 -1.713 -2.389
C -2.556 2.519 -2.397
C 0.873 -2.843 6.370
C -0.927 -2.909 -4.396
C -1.819 4.952 -5.135
C -2.725 -1.472 -2.380
C 0.716 -4.210 6.485
C -3.558 1.613 0.373
C -0.874 0.204 4.939
C 1.918 -0.833 5.385
C 2.589 -3.139 4.714
C 0.645 -4.895 -0.662
C -3.787 2.082 -2.820
C 1.358 -3.814 -1.428
C -1.657 -0.048 -4.905
C 1.806 -2.278 5.503
C 2.441 -4.509 4.865
C 2.484 -1.784 -2.860
C -1.485 3.876 -0.001
C 3.186 -2.948 -2.692
C -4.384 2.541 -3.999
C 3.798 -4.388 1.144
C 3.486 -2.617 3.665
C 2.596 -4.023 -2.018
C -1.859 3.425 -3.232
C 0.092 4.775 -3.702
C -1.156 6.568 0.723
C -3.765 3.495 -4.756
C -2.541 4.774 -0.054
C 3.635 -1.228 0.783
C -2.490 3.965 -4.386
C -0.565 5.367 -4.790
H 2.946 -0.497 5.275
H -0.629 1.013 5.622
H 1.427 -6.131 5.835
H 0.099 -4.460 0.175
H -1.744 -3.163 -5.065
H 2.923 1.672 3.809
H 1.337 -5.653 -0.299
H -0.019 -2.854 -4.991
H 3.745 -1.575 3.827
H -4.363 2.241 -0.003
H -1.027 -0.717 5.495
H 4.804 -4.207 1.513
H -1.928 0.937 -4.550
H 3.503 -1.321 -0.290
H -2.318 5.370 -6.001
H 3.092 -4.987 -1.968
H -3.426 1.824 1.429
H -0.847 0.065 -5.618
H -3.235 6.782 0.248
H 1.495 2.590 3.303
H 0.885 6.049 1.100
H 1.688 2.114 4.998
H -1.028 7.609 1.006
H 0.257 -2.179 6.964
H 3.433 -5.325 1.557
H 4.401 -3.202 3.591
H -0.797 -3.728 -3.696
H -2.513 -0.457 -5.435
H -0.065 6.139 -5.361
H 4.690 -1.327 1.031
H -4.234 3.899 -5.647
H 1.104 5.076 -3.465
H 3.273 -0.251 1.097
H 4.190 -3.053 -3.098
H 3.824 -4.478 0.066
H -2.907 -0.576 -1.787
H 0.584 3.686 0.492
H 1.477 -0.325 6.239
H -0.028 -4.615 7.159
H -3.507 4.419 -0.390
H -0.024 3.343 -2.135
H -0.089 -5.367 -1.317
H 2.869 -0.954 -3.436
H -4.321 1.357 -2.222
H -3.617 -1.652 -2.975
H -5.351 2.150 -4.295
H -3.858 0.567 0.288
H 3.064 -5.159 4.264
H -2.602 -2.305 -1.688
H -1.778 0.455 4.397
```

As for the spin multiplicity: 2. The HOMO energy (alpha / beta) comes out at -2.045 / -2.001 eV. As for the charge: -2. As for the expectation value of S²: 0.755.

For each atom in turn, the Löwdin charge in e is:
1. Te -0.134
2. Sb 1.250
3. Sb 0.984
4. Cd 0.879
5. Ge 0.687
6. Cl -0.136
7. Si 0.362
8. N 0.086
9. N -0.100
10. C -0.111
11. C -0.355
12. C -0.112
13. C -0.119
14. C -0.041
15. C -0.184
16. C -0.566
17. C -0.279
18. C -0.066
19. C -0.181
20. C -0.061
21. C -0.205
22. C -0.117
23. C -0.311
24. C -0.367
25. C -0.339
26. C -0.333
27. C -0.069
28. C -0.138
29. C -0.432
30. C -0.170
31. C -0.315
32. C -0.081
33. C -0.070
34. C -0.373
35. C -0.116
36. C -0.097
37. C -0.331
38. C -0.336
39. C -0.116
40. C -0.196
41. C -0.084
42. C -0.130
43. C -0.062
44. C -0.119
45. C -0.327
46. C -0.183
47. C -0.109
48. H 0.042
49. H -0.002
50. H 0.086
51. H 0.017
52. H 0.007
53. H -0.017
54. H 0.062
55. H 0.015
56. H 0.035
57. H -0.009
58. H -0.019
59. H -0.012
60. H -0.012
61. H -0.029
62. H 0.098
63. H 0.091
64. H -0.030
65. H 0.015
66. H 0.088
67. H -0.057
68. H 0.089
69. H -0.008
70. H 0.084
71. H 0.099
72. H -0.016
73. H 0.052
74. H 0.000
75. H 0.014
76. H 0.088
77. H -0.001
78. H 0.098
79. H 0.096
80. H -0.020
81. H 0.093
82. H -0.044
83. H -0.046
84. H 0.077
85. H 0.049
86. H 0.088
87. H 0.091
88. H 0.081
89. H 0.072
90. H 0.093
91. H 0.084
92. H 0.015
93. H 0.094
94. H -0.023
95. H 0.100
96. H -0.005
97. H -0.045

DFT (the ωB97M-V functional and the def2-TZVPD basis) results for a structure of composition C38H50CsN10O4P2S3 at a distorted geometry.

```
108
Properties=species:S:1:pos:R:3
Cs 0.130 0.266 -0.752
S 3.080 2.252 4.766
S 3.287 -0.543 -2.472
S -1.167 9.448 3.709
P -0.269 -3.356 -1.387
P -2.073 -1.712 -3.008
O 0.373 -2.104 -0.949
O 1.261 1.564 -2.522
O -1.353 -3.101 -2.578
O -2.015 -0.650 -1.994
N -0.501 4.290 2.001
N -3.595 -2.231 -3.370
N -1.344 -1.278 -4.428
N -1.159 -4.223 -0.300
N 2.761 2.121 2.175
N 2.357 1.873 -3.170
N 0.885 1.491 3.405
N -2.439 8.948 1.413
N 0.806 -4.434 -2.009
N -1.046 -1.299 2.197
C -0.023 -0.650 -4.289
C 4.044 2.572 2.404
C -3.954 -3.591 -3.714
C 6.234 3.320 1.776
C -4.325 -3.023 2.510
C 2.026 -3.936 -2.632
C 5.682 3.147 4.119
C 4.420 2.708 3.752
C -1.426 -2.189 -5.556
C 2.422 3.084 -3.767
C 2.144 1.920 3.295
C 3.524 3.507 -4.460
C 0.262 -1.683 5.659
C -0.484 -4.319 1.010
C -4.721 -1.380 -3.012
C 3.404 0.975 -3.225
C -1.269 7.042 2.306
C -0.035 5.073 2.995
C -0.646 -1.498 4.630
C -4.511 -1.154 1.039
C 0.362 -5.722 -2.502
C -3.005 -2.698 2.775
C 1.106 -1.897 3.040
C 2.002 -2.083 4.076
C -2.375 -1.576 2.167
C 1.596 -1.985 5.405
C -2.591 -3.924 -0.152
C -0.259 -1.601 3.270
C 4.619 2.642 -4.542
C -1.360 4.893 1.172
C -1.768 6.207 1.265
C -5.104 -2.264 1.640
C -3.199 -0.816 1.300
C -1.622 8.409 2.433
C 4.972 2.881 1.412
C 4.546 1.415 -3.936
C -0.369 6.390 3.192
C 6.592 3.456 3.118
H -0.565 -6.011 -2.013
H 2.302 -2.118 6.215
H -4.570 -3.603 -4.620
H 3.041 -2.293 3.844
H 2.859 -4.603 -2.393
H 0.587 -4.457 0.865
H -4.755 -3.900 2.985
H -0.006 0.007 -3.425
H -0.645 -3.415 1.606
H -1.167 -1.644 -6.466
H -1.757 4.270 0.373
H -3.068 -4.196 -3.891
H -2.438 -2.573 -5.669
H -0.875 -5.188 1.542
H 1.532 3.679 -3.627
H -5.390 -1.257 -3.869
H 4.686 2.772 0.374
H 0.205 -5.699 -3.589
H 0.486 1.208 4.281
H -5.284 -1.819 -2.182
H 6.954 3.564 1.005
H 7.582 3.806 3.381
H -2.502 6.573 0.559
H -0.076 -1.573 6.685
H 1.925 -3.890 -3.724
H -2.724 0.014 0.799
H -2.995 -4.592 0.609
H 0.664 4.592 3.676
H -4.366 -0.403 -2.697
H 1.442 -1.938 2.010
H 2.258 -2.939 -2.270
H 0.180 -0.039 -5.171
H 5.517 2.936 -5.071
H -0.729 -3.033 -5.457
H -2.787 -2.898 0.174
H 0.354 1.337 2.564
H 5.950 3.253 5.163
H 0.781 -1.385 -4.177
H 3.526 4.491 -4.906
H -2.182 8.641 0.483
H -2.419 -3.335 3.425
H -5.086 -0.537 0.355
H -6.137 -2.524 1.443
H -3.108 -4.117 -1.088
H -2.440 9.956 1.481
H 1.119 -6.481 -2.286
H -1.668 -1.225 4.860
H 5.373 0.721 -3.971
H 0.053 6.951 4.015
H -4.532 -4.059 -2.909
```

As for the spin multiplicity: 2. The HOMO energy (alpha / beta) comes out at -0.213 / -2.051 eV. As for the charge: -2. As for the expectation value of S²: 0.767.

Löwdin atomic charge list, values in e, 99 entries:
1. Cs 1.339
2. S 1.035
3. S 0.564
4. S 0.362
5. P 0.479
6. P 0.468
7. O -0.623
8. O -0.549
9. O -0.265
10. O -0.457
11. N 0.018
12. N -0.291
13. N -0.283
14. N -0.261
15. N 0.117
16. N -0.236
17. N 0.145
18. N -0.017
19. N -0.292
20. N 0.039
21. C -0.099
22. C -0.316
23. C -0.125
24. C -0.109
25. C -0.146
26. C -0.106
27. C -0.118
28. C -0.491
29. C -0.114
30. C -0.044
31. C -0.685
32. C -0.098
33. C -0.135
34. C -0.083
35. C -0.090
36. C -0.722
37. C -0.295
38. C -0.185
39. C -0.065
40. C -0.129
41. C -0.114
42. C -0.079
43. C -0.059
44. C -0.117
45. C -0.346
46. C -0.146
47. C -0.075
48. C -0.358
49. C -0.114
50. C -0.200
51. C -0.061
52. C -0.148
53. C -0.064
54. C -0.875
55. C -0.017
56. C -0.125
57. C -0.071
58. C -0.126
59. H 0.073
60. H 0.078
61. H 0.081
62. H 0.094
63. H 0.086
64. H 0.083
65. H 0.090
66. H 0.002
67. H 0.051
68. H 0.083
69. H 0.088
70. H 0.074
71. H 0.064
72. H 0.086
73. H 0.129
74. H 0.080
75. H 0.112
76. H 0.077
77. H 0.095
78. H 0.083
79. H 0.091
80. H 0.086
81. H 0.077
82. H 0.087
83. H 0.082
84. H 0.082
85. H 0.087
86. H 0.081
87. H 0.078
88. H 0.102
89. H -0.006
90. H 0.094
91. H 0.092
92. H 0.084
93. H 0.066
94. H 0.088
95. H 0.096
96. H 0.072
97. H 0.090
98. H 0.051
99. H 0.102

DFT (the ωB97M-V functional and the def2-TZVPD basis) results for a cluster of 7 separate species, C38H50F7N3O17P2S in total at a distorted geometry.

```
118
Properties=species:S:1:pos:R:3
S 0.860 -7.695 3.303
P -4.699 -2.944 2.555
P 0.066 -0.266 0.583
F -4.830 1.033 -0.258
F -2.435 -8.652 3.007
F -3.574 -7.353 4.348
F 1.125 -7.842 4.920
F -1.630 -8.081 5.065
F -3.827 0.438 -2.122
F -4.914 -1.118 -1.019
O -5.561 1.037 6.325
O 6.106 0.064 -6.185
O -6.683 1.430 4.405
O -2.937 -0.275 -0.238
O -0.610 1.161 1.154
O -2.572 4.343 3.291
O 3.524 0.619 -1.350
O 7.597 -1.088 -4.940
O 7.547 -0.734 -9.992
O 0.113 -0.308 -1.082
O 2.292 -0.595 -2.796
O -0.102 7.114 3.855
O -3.729 2.456 2.852
O 0.345 -8.901 2.685
O 6.444 -2.661 -10.401
O 0.499 8.572 5.469
O 2.168 -7.399 2.726
N 0.422 -5.153 2.452
N -2.533 -5.338 3.097
N 1.557 -0.306 1.112
C -6.705 3.773 4.444
C 3.426 0.036 -2.395
C 8.176 -0.178 -12.182
C 7.849 -2.986 -6.293
C 0.034 -2.883 1.645
C -0.515 -4.155 2.246
C -0.221 -6.219 2.973
C 6.864 -0.860 -6.062
C 7.095 -1.243 -12.247
C -1.876 4.893 1.119
C -3.147 3.438 2.465
C -0.233 7.546 4.968
C 8.476 -2.201 -5.160
C -0.783 -1.745 1.317
C -4.861 -1.436 3.701
C -2.279 -7.659 3.943
C -2.060 5.445 2.516
C 3.737 -0.583 -4.643
C -5.674 3.285 5.445
C 4.519 -0.147 -3.418
C 6.981 -1.669 -10.803
C 0.172 8.765 6.853
C -5.398 -4.357 3.552
C -3.124 -0.602 1.181
C -5.950 1.803 5.489
C -2.875 -3.043 2.234
C -2.282 -1.849 1.604
C -1.202 8.153 7.026
C -1.662 -6.344 3.322
C -6.889 -4.113 4.065
C 7.180 -1.895 -7.112
C 8.002 0.375 -10.782
C -1.180 7.018 6.018
C -2.990 3.866 1.026
C -1.961 -4.207 2.550
C 2.540 -1.282 -4.034
C -4.130 0.004 -0.840
C -6.887 2.564 3.552
H -1.122 5.792 2.946
H 8.555 -2.790 -4.247
H 7.389 -2.079 -12.879
H -4.224 -0.715 1.331
H -7.496 -3.519 3.330
H 5.203 -0.925 -3.073
H 1.132 -2.802 1.421
H 2.739 -2.334 -3.813
H 9.159 -0.648 -12.276
H 0.784 0.352 -1.348
H 0.930 8.266 7.463
H -1.405 7.830 8.048
H -6.796 -3.540 5.032
H -5.712 -1.641 4.413
H 5.054 0.784 -3.591
H -3.928 4.309 0.683
H -0.764 6.102 6.443
H -3.942 -1.316 4.338
H -2.166 6.831 5.598
H -5.135 -0.505 3.147
H -6.150 2.528 2.746
H 7.089 -3.665 -5.898
H -5.817 3.743 6.422
H 1.658 -1.217 -4.672
H 3.408 0.298 -5.200
H 6.274 -2.253 -7.596
H 8.569 -3.579 -6.856
H -4.780 -4.511 4.488
H -2.812 0.272 1.825
H -7.642 3.997 4.961
H -1.970 8.878 6.745
H -6.399 4.667 3.899
H -4.655 3.445 5.089
H 8.938 0.755 -10.374
H -2.711 3.023 0.396
H 8.091 0.582 -12.958
H 0.178 9.830 7.085
H -1.918 5.659 0.345
H -5.297 -5.302 2.960
H -0.812 1.008 2.103
H 9.467 -1.816 -5.419
H -7.887 2.525 3.119
H 6.137 -0.833 -12.572
H 7.860 -1.461 -7.845
H 4.303 -1.215 -5.323
H -7.335 -5.121 4.281
H -0.908 4.391 1.043
H 7.249 1.166 -10.738
H -2.788 6.262 2.549
H 2.213 -0.374 0.329
```

The HOMO energy comes out at -8.025 eV. The SMILES is CCP(C)c1c(COC(F)(F)F)c(P(=N)(O)O)cc2nc(S(=O)(=O)F)c(C(F)(F)F)nc12.O=C1CCCO1.O=C1CCCO1.O=C1CCCO1.O=C1CCCO1.O=C1CCCO1.O=C1CCCO1.

Löwdin atomic charge list, values in e, 99 entries:
1. S 0.758
2. P 0.970
3. P 0.626
4. F 0.135
5. F 0.122
6. F 0.088
7. F -0.186
8. F 0.127
9. F 0.116
10. F 0.129
11. O 0.115
12. O 0.107
13. O 0.016
14. O 0.014
15. O -0.186
16. O 0.030
17. O 0.116
18. O 0.024
19. O 0.000
20. O -0.170
21. O 0.000
22. O 0.102
23. O 0.091
24. O -0.256
25. O 0.124
26. O 0.039
27. O -0.288
28. N 0.176
29. N 0.180
30. N -0.174
31. C -0.156
32. C -0.470
33. C -0.161
34. C -0.152
35. C 0.031
36. C -0.145
37. C -0.195
38. C -0.476
39. C -0.076
40. C -0.143
41. C -0.473
42. C -0.459
43. C -0.157
44. C -0.157
45. C -0.256
46. C -0.471
47. C -0.153
48. C -0.167
49. C -0.080
50. C -0.072
51. C -0.476
52. C -0.157
53. C -0.460
54. C -0.147
55. C -0.481
56. C -0.226
57. C -0.119
58. C -0.161
59. C -0.071
60. C -0.163
61. C -0.078
62. C -0.152
63. C -0.073
64. C -0.074
65. C -0.136
66. C -0.141
67. C -0.598
68. C -0.165
69. H 0.088
70. H 0.126
71. H 0.129
72. H 0.072
73. H 0.069
74. H 0.136
75. H 0.115
76. H 0.130
77. H 0.121
78. H 0.060
79. H 0.129
80. H 0.119
81. H 0.066
82. H 0.041
83. H 0.132
84. H 0.136
85. H 0.140
86. H 0.065
87. H 0.126
88. H 0.028
89. H 0.106
90. H 0.120
91. H 0.126
92. H 0.129
93. H 0.127
94. H 0.127
95. H 0.120
96. H 0.075
97. H 0.115
98. H 0.118
99. H 0.121